Below is a molecular structure, C67H54I3NO2P3SiTi, with properties calculated with ωB97M-V/def2-TZVPD.

As for the net charge: 0. The total energy comes out at -159105.5424 eV. The multiplicity is 2. The calculation puts the max |F| at 0.684 eV/Å. For the HOMO-LUMO gap (alpha / beta), the calculation gives 6.6 / 5.3 eV. Its expectation value of S² is 0.759.

Element x y z (Å)
Ti 0.10395 -1.13322 -0.30010
C 2.63665 4.92071 4.71899
C 1.60167 4.41206 5.49733
C 0.91760 3.27827 5.09212
C 1.24858 2.63627 3.89683
C 2.31040 3.13145 3.14957
C 2.99962 4.26988 3.55121
P 0.29742 1.21110 3.22129
C -0.18520 0.40148 4.79298
C -1.47827 0.04428 5.15719
C -1.71829 -0.60847 6.36219
C -0.66877 -0.92845 7.20718
C 0.63157 -0.59988 6.84028
C 0.86893 0.05645 5.64578
C -1.23787 2.03992 2.65693
C -2.12549 2.62414 3.56090
C -3.26890 3.27823 3.13473
C -3.52572 3.38729 1.77933
C -2.62896 2.85341 0.86736
C -1.47409 2.16804 1.27132
Si -0.33221 1.52210 -0.11273
C -0.98549 2.30960 -1.75109
C -0.86306 3.68391 -2.00267
C -1.07695 4.20832 -3.26494
C -1.42103 3.37288 -4.32463
C -1.59645 2.02241 -4.09616
C -1.38913 1.50886 -2.81498
P -1.86215 -0.15511 -2.30650
C -1.91071 -1.08205 -3.87122
C -2.99578 -1.84636 -4.29256
C -2.90424 -2.61792 -5.44360
C -1.72920 -2.63667 -6.18166
C -0.64320 -1.87589 -5.77096
C -0.73029 -1.11034 -4.61937
C -3.59683 0.25397 -1.87531
C -4.00458 0.22737 -0.54761
C -5.28727 0.63390 -0.19736
C -6.16706 1.07361 -1.17164
C -5.76242 1.11675 -2.50269
C -4.48397 0.71769 -2.84992
C 1.22715 2.58536 -0.10429
C 1.27118 3.83729 0.51934
C 2.26671 4.74587 0.20842
C 3.22180 4.43137 -0.75696
C 3.20305 3.19080 -1.36698
C 2.21861 2.26079 -1.02836
P 2.30885 0.51962 -1.59126
C 2.37412 0.71331 -3.42190
C 2.91797 -0.21723 -4.31207
C 2.81459 -0.03370 -5.68327
C 2.14810 1.06834 -6.19939
C 1.59008 1.99113 -5.32969
C 1.70045 1.81496 -3.95792
C 4.00686 0.21015 -0.96311
C 4.98203 -0.49740 -1.65300
C 6.21778 -0.75363 -1.06938
C 6.49071 -0.31418 0.21454
C 5.51834 0.38583 0.91806
C 4.29037 0.63913 0.33542
H 3.16141 5.81439 5.03132
H 1.33145 4.89885 6.42583
H 0.13266 2.87820 5.72299
H 2.60641 2.62264 2.24112
H 3.82136 4.63833 2.95009
H -2.30893 0.25511 4.49704
H -2.73328 -0.86871 6.63535
H -0.85801 -1.44742 8.13795
H 1.46315 -0.86420 7.48060
H 1.88778 0.30490 5.36877
H -1.91891 2.57252 4.62265
H -3.95011 3.70617 3.85987
H -4.41759 3.89168 1.42800
H -2.83510 2.97056 -0.18877
H -0.57975 4.35891 -1.20391
H -0.95926 5.27222 -3.42930
H -1.55907 3.77971 -5.31880
H -1.89414 1.36702 -4.90553
H -3.91897 -1.83475 -3.72751
H -3.75475 -3.20695 -5.76235
H -1.66008 -3.24335 -7.07548
H 0.27906 -1.88493 -6.33806
H 0.12636 -0.52178 -4.30551
H -3.32824 -0.11466 0.22413
H -5.58704 0.61094 0.84260
H -7.16584 1.39069 -0.90002
H -6.44283 1.46890 -3.26730
H -4.17194 0.76849 -3.88633
H 0.51553 4.09895 1.25274
H 2.29607 5.70692 0.70731
H 3.99119 5.14839 -1.01398
H 3.96435 2.93216 -2.09424
H 3.38459 -1.11633 -3.94761
H 3.25302 -0.76506 -6.35067
H 2.05926 1.20136 -7.27006
H 1.06318 2.85576 -5.71211
H 1.25773 2.55296 -3.30096
H 4.79750 -0.87137 -2.64623
H 6.95998 -1.31462 -1.62261
H 7.44784 -0.52692 0.67233
H 5.70702 0.71689 1.93111
H 3.53076 1.15425 0.91040
I 0.16817 -7.87691 -5.93030
C 0.54368 -6.18858 -4.77062
C -0.51794 -5.50114 -4.20289
C -0.26242 -4.37379 -3.43737
C 1.03968 -3.93740 -3.24087
C 2.09540 -4.64116 -3.81123
C 1.85353 -5.76800 -4.57902
C 1.36574 -2.73253 -2.41959
O 2.50875 -2.35694 -2.28362
O 0.32550 -2.08686 -1.89705
H -1.53469 -5.83597 -4.35504
H -1.08606 -3.82907 -3.00324
H 3.10643 -4.29824 -3.64013
H 2.67516 -6.31629 -5.01810
C -0.11366 -2.68411 3.10847
C -1.23014 -2.44925 2.14278
C -2.54048 -2.61896 2.49251
C -3.30487 -2.72665 1.30532
C -2.44284 -2.60876 0.25797
C -2.73177 -3.07713 -1.12926
N -1.13886 -2.36564 0.73301
H -0.56674 -3.02265 4.04028
H 0.49994 -1.81691 3.33827
H 0.54451 -3.47536 2.75193
H -2.89275 -2.72858 3.50702
H -4.35838 -2.94883 1.22030
H -2.88364 -4.16034 -1.12048
H -1.91227 -2.88117 -1.81007
H -3.64031 -2.62643 -1.52695
I 2.30998 -1.97276 0.98175
I 4.08574 -2.60832 3.53606

Below is 10 unconnected molecules or ions with the total composition C67H60N3O22S2, with properties calculated with ωB97M-V/def2-TZVPD.

As for the net charge: +1. The total energy comes out at -141616.8002 eV. The calculation puts the max |F| at 2.197 eV/Å. For the HOMO-LUMO gap, the calculation gives 5.8 eV.

Element x y z (Å)
C 1.26165 -4.02668 3.57403
C 1.28788 -3.97192 2.04685
O 2.38626 -3.13698 1.67827
C 2.85461 -3.48829 0.37709
C 1.63928 -3.58143 -0.57980
N 0.51899 -2.80329 0.02081
C 0.02973 -3.35573 1.34887
C -0.61643 -2.19011 2.10415
C -1.65656 -2.56698 3.17078
C -3.04494 -2.97272 2.62428
S -4.30268 -2.25464 3.72475
C -5.63764 -3.47000 3.63561
S -5.88002 -4.34516 4.97879
N -6.52744 -3.65360 2.52995
C -7.41877 -2.49367 2.35492
C -6.89111 -1.39657 1.39283
O -5.61395 -1.67698 0.84377
C -5.69447 -2.95532 0.23143
C -5.91050 -4.08984 1.26905
O -0.91767 -4.33714 0.90626
N -1.08915 -5.41263 1.82873
O -1.76819 -6.25782 1.37158
H 0.38943 -4.59466 3.91772
H 2.13927 -4.61427 3.88508
H 1.31645 -3.03773 4.03585
H 1.46931 -5.00256 1.68740
H 3.56788 -2.72194 0.06334
H 3.31452 -4.48540 0.44561
H 1.33832 -4.62311 -0.74320
H 1.89186 -3.09593 -1.53251
H 0.75304 -1.79752 0.08427
H -0.28108 -2.87948 -0.61760
H 0.17529 -1.55020 2.52269
H -1.12709 -1.56441 1.35260
H -1.80293 -1.66506 3.78630
H -1.31339 -3.34064 3.86009
H -3.16038 -4.05922 2.73071
H -3.21162 -2.70852 1.57542
H -8.37532 -2.87047 1.96049
H -7.61930 -2.09361 3.35598
H -7.62286 -1.30974 0.56886
H -6.88580 -0.43231 1.92244
H -6.53740 -2.93931 -0.48120
H -4.75990 -3.14286 -0.31946
H -4.96769 -4.60763 1.48422
H -6.57030 -4.83867 0.80045
C 2.41578 0.83351 -0.31287
C 3.21268 1.82219 -0.70579
C 2.72593 3.22505 -0.75620
O 3.45079 4.12503 -1.11379
C 1.31950 3.47874 -0.35173
C 0.52735 2.48427 0.04012
C 1.01951 1.09169 0.08692
O 0.27647 0.18584 0.44998
H 2.75505 -0.19477 -0.26364
H 4.23822 1.65936 -1.00098
H 0.98297 4.50650 -0.39474
H -0.50118 2.64415 0.33830
C -5.03898 1.43864 -1.56282
C -6.12203 0.69712 -1.35633
C -7.46500 1.32370 -1.27581
O -8.45635 0.65116 -1.08382
C -7.55393 2.79625 -1.43298
C -6.46520 3.53296 -1.64022
C -5.12349 2.90848 -1.72093
O -4.12158 3.56858 -1.91117
H -4.04508 1.01345 -1.62157
H -6.08724 -0.37699 -1.23860
H -8.54568 3.22622 -1.37182
H -6.50432 4.60792 -1.75919
C -10.52316 -4.84654 5.60038
C -9.67105 -3.89621 5.22554
C -10.07752 -2.46995 5.20016
O -9.30091 -1.60037 4.85558
C -11.46421 -2.13980 5.60753
C -12.31647 -3.09001 5.98208
C -11.91272 -4.51911 6.00907
O -12.68734 -5.38446 6.35224
H -10.24947 -5.89363 5.62680
H -8.65142 -4.11576 4.92566
H -11.73667 -1.09242 5.58122
H -13.33332 -2.87285 6.28265
C -2.48042 0.92814 -4.16244
C -1.29622 0.34942 -3.99788
C -0.81879 -0.70038 -4.92443
O 0.26844 -1.22448 -4.76043
C -1.70285 -1.08918 -6.04487
C -2.89083 -0.51338 -6.21448
C -3.37351 0.54121 -5.28760
O -4.45214 1.07098 -5.43448
H -2.84862 1.70429 -3.50099
H -0.62905 0.61674 -3.19059
H -1.32922 -1.85444 -6.71189
H -3.55297 -0.78017 -7.02797
C 8.53214 2.65267 2.29378
C 7.32111 2.10304 2.28103
C 6.26430 2.60059 1.36913
O 5.15536 2.09716 1.35800
C 6.59938 3.73108 0.47085
C 7.81066 4.28144 0.48252
C 8.87173 3.78436 1.39405
O 9.97583 4.28191 1.40330
H 9.32071 2.30756 2.95002
H 7.05130 1.27748 2.92720
H 5.80964 4.07736 -0.18553
H 8.07945 5.10790 -0.16289
C -11.49798 -0.46489 -1.14403
C -11.94878 -1.56184 -0.54057
C -13.38506 -1.72598 -0.20838
O -13.79290 -2.72508 0.34485
C -14.30391 -0.61982 -0.57742
C -13.85568 0.47805 -1.18080
C -12.41764 0.64137 -1.51155
O -12.00865 1.64203 -2.06156
H -10.45452 -0.32536 -1.39172
H -11.29715 -2.38088 -0.26311
H -15.34767 -0.76027 -0.32716
H -14.50824 1.29637 -1.45711
C 13.60234 5.04919 -0.03373
C 12.66254 5.93735 0.28080
C 12.84372 7.38184 -0.00751
O 11.98797 8.19273 0.27723
C 14.11190 7.79931 -0.65802
C 15.05193 6.91087 -0.96955
C 14.86950 5.46590 -0.68203
O 15.72914 4.65623 -0.96321
H 13.48899 3.99007 0.16959
H 11.73332 5.65085 0.75541
H 14.22313 8.85724 -0.85900
H 15.98441 7.19294 -1.44170
C 3.11091 -0.78585 -8.32612
C 1.88607 -1.29576 -8.23472
C 0.74525 -0.68727 -8.96172
O -0.37425 -1.15048 -8.87273
C 1.01833 0.50806 -9.79516
C 2.24340 1.01910 -9.88707
C 3.38683 0.41208 -9.15972
O 4.50295 0.87517 -9.24014
H 3.95848 -1.21206 -7.80487
H 1.66270 -2.16699 -7.63206
H 0.17055 0.93373 -10.31660
H 2.46552 1.89111 -10.48851
C 14.26406 1.80548 3.95688
C 14.91046 2.27211 5.02144
C 16.02950 3.23851 4.87977
O 16.61810 3.66182 5.85041
C 16.39749 3.66365 3.50622
C 15.75066 3.19643 2.44117
C 14.63258 2.23208 2.58422
O 14.03943 1.80730 1.61437
H 13.44696 1.09977 4.03693
H 14.65824 1.97515 6.03140
H 17.21528 4.36823 3.42558
H 16.00522 3.49382 1.43008